The following is a quantum chemistry calculation of a cluster of 3 separate species, C19H44INO3PS in total, from OMol25.

**Kohn-Sham gap**: 8.77 eV
**Total charge**: +1
**Calculated total energy**: -56267.6496 eV
**E_HOMO**: -0.44061 Ha

```
70
C19H44INO3PS (wB97M-V/def2-TZVPD)
C -1.712 1.646 1.667
C -3.120 2.118 1.207
C -3.188 3.671 0.887
P -3.178 4.800 2.399
O -4.728 5.498 2.325
I -3.260 3.456 4.460
C -2.049 3.990 -0.142
C -2.185 3.112 -1.425
N -2.438 1.660 -1.156
C -3.493 1.407 -0.146
S -3.928 -0.365 0.029
C -5.769 -0.452 0.040
O -3.466 -1.065 -1.200
O -3.495 -0.979 1.296
H -0.922 1.801 0.900
H -1.679 0.572 1.926
H -1.350 2.188 2.560
H -3.878 1.915 1.982
H -4.151 3.810 0.341
H -5.384 4.805 2.454
H -1.031 3.834 0.258
H -2.111 5.072 -0.370
H -1.213 3.165 -1.953
H -2.954 3.513 -2.104
H -1.584 1.132 -0.941
H -2.773 1.249 -2.038
H -4.407 1.920 -0.513
H -6.216 0.329 -0.597
H -6.118 -1.471 -0.176
H -6.058 -0.229 1.088
C -0.213 -2.728 1.315
C 0.387 -2.181 0.026
C -0.400 -2.574 -1.225
C -0.471 -4.077 -1.503
C 0.883 -4.770 -1.652
C 1.701 -4.249 -2.828
H -0.220 -3.819 1.326
H 0.370 -2.395 2.177
H -1.239 -2.376 1.447
H 1.428 -2.503 -0.063
H 0.412 -1.085 0.088
H 0.032 -2.062 -2.091
H -1.422 -2.193 -1.134
H -1.052 -4.231 -2.418
H -1.034 -4.570 -0.705
H 0.710 -5.840 -1.794
H 1.464 -4.675 -0.730
H 1.159 -4.380 -3.767
H 2.644 -4.794 -2.907
H 1.943 -3.190 -2.716
C 2.511 1.681 0.479
C 3.088 0.355 0.962
C 4.523 0.471 1.475
C 5.547 0.925 0.432
C 5.634 0.042 -0.813
C 6.074 -1.386 -0.510
H 3.075 2.085 -0.364
H 1.475 1.545 0.149
H 2.515 2.422 1.282
H 3.030 -0.386 0.160
H 2.461 -0.025 1.774
H 4.828 -0.492 1.893
H 4.545 1.179 2.310
H 6.531 0.965 0.909
H 5.324 1.951 0.122
H 6.354 0.489 -1.505
H 4.675 0.026 -1.340
H 7.054 -1.397 -0.028
H 6.147 -1.965 -1.432
H 5.365 -1.898 0.144
```

***

The following is a quantum chemistry calculation of a structure of composition C19H44MnNO2P2S, from OMol25.

**Kohn-Sham gap (spin up / spin down)**: 6.39 / 6.57 eV
**Total charge**: +2
**Calculated total energy**: -86716.5317 eV
**Spin multiplicity**: 5
**ΔE to the lowest compared entry with this formula, charge and spin**: 83.0 kJ/mol
**E_HOMO (spin up / spin down)**: -0.51110 / -0.55143 Ha
**⟨S²⟩**: 6.058

```
70
C19H44MnNO2P2S (wB97M-V/def2-TZVPD)
Mn 0.000 -0.001 0.071
P 1.651 1.455 0.373
P -1.494 -1.513 -0.687
N 0.067 0.614 -1.847
C 1.773 2.286 -1.363
H 2.006 3.376 -1.224
H 2.625 1.772 -1.874
C 0.519 1.987 -2.166
H -0.302 2.778 -2.047
H 0.798 2.103 -3.241
C -1.111 0.433 -2.713
H -0.870 0.552 -3.797
H -1.901 1.257 -2.554
C -1.693 -0.958 -2.530
H -1.112 -1.675 -3.157
H -2.783 -1.049 -2.777
C -3.159 -1.376 -0.079
C -3.229 -1.567 1.458
H -4.215 -1.251 1.842
H -2.459 -0.980 1.966
H -3.083 -2.627 1.717
C -0.976 -3.305 -0.851
C -1.100 -4.002 0.490
H -0.571 -4.953 0.439
H -2.138 -4.231 0.738
H -0.667 -3.442 1.322
C 3.392 0.820 0.645
C 3.580 0.416 2.092
H 4.490 -0.179 2.148
H 2.773 -0.192 2.500
H 3.727 1.282 2.736
C 1.349 2.932 1.445
C 1.021 2.464 2.863
H 0.909 3.352 3.497
H 1.859 1.884 3.302
H 0.092 1.911 2.921
C 0.409 -0.987 1.577
C -1.688 -4.082 -1.956
H -2.750 -4.206 -1.739
H -1.586 -3.619 -2.936
H -1.242 -5.075 -2.009
C 4.504 1.733 0.159
H 5.438 1.188 0.292
H 4.420 1.999 -0.890
H 4.566 2.644 0.750
C 2.434 4.001 1.441
H 2.032 4.877 1.946
H 3.308 3.669 2.002
H 2.730 4.308 0.443
C -4.231 -2.286 -0.755
H -4.118 -3.340 -0.420
H -5.254 -1.961 -0.452
H -4.186 -2.241 -1.864
H -3.475 -0.323 -0.296
H 0.406 3.354 1.027
H 0.094 -3.230 -1.115
H 3.379 -0.085 0.018
O 0.250 -1.217 2.694
H 0.785 -0.153 -1.738
H 1.028 -0.863 -0.585
C -4.426 2.139 0.863
S -2.691 1.978 0.384
C -2.440 3.609 -0.240
O -1.932 1.849 1.667
H -5.079 2.197 -0.026
H -4.525 3.073 1.455
H -4.714 1.264 1.478
H -3.218 4.285 0.199
H -1.401 4.001 0.026
H -2.523 3.617 -1.356
```

***

The following is a quantum chemistry calculation of a structure of composition C19H45BeBr6CaCl2FLiNO2PSi, from OMol25.

**Kohn-Sham gap**: 1.38 eV
**Total charge**: +1
**Calculated total energy**: -510215.5178 eV
**E_HOMO**: -0.29819 Ha

```
81
C19H45BeBr6CaCl2FLiNO2PSi (wB97M-V/def2-TZVPD)
C 1.926 1.506 2.742
C 3.283 0.703 2.279
C 3.405 0.489 0.651
C 2.849 -1.008 0.154
C 2.315 -0.853 -1.387
C 1.735 -2.222 -2.072
C 0.942 -3.237 -1.060
C -0.629 -2.862 -0.782
C -0.923 -1.284 -0.453
C -2.438 -1.206 0.249
C -3.257 0.135 -0.300
Si -2.482 1.797 0.339
C -3.657 3.284 -0.028
C -2.822 4.680 -0.402
C -3.950 5.755 -0.949
Cl -1.876 5.354 1.057
P -0.467 2.213 -0.509
N -0.446 2.163 -2.148
H 0.922 1.005 2.373
H 2.053 2.623 2.352
H 1.901 1.503 3.928
H 4.253 1.293 2.643
H 3.286 -0.320 2.879
H 2.735 1.311 0.142
H 4.518 0.689 0.327
H 1.939 -1.242 0.887
H 3.647 -1.851 0.324
H 1.594 0.057 -1.414
H 3.262 -0.529 -2.037
H 2.618 -2.753 -2.675
H 0.950 -1.899 -2.910
H 1.455 -3.415 -0.023
H 0.935 -4.302 -1.601
H -1.037 -3.607 0.057
H -1.234 -3.165 -1.765
H -0.170 -0.870 0.342
H -0.961 -0.681 -1.456
H -3.055 -2.211 0.089
H -2.334 -1.100 1.432
H -4.409 0.106 -0.050
H -3.186 0.145 -1.492
H -2.332 1.649 1.787
H -4.362 3.476 0.898
H -4.366 2.936 -0.919
H -2.079 4.490 -1.304
H -4.084 5.693 -2.120
H -4.995 5.513 -0.434
H -3.628 6.864 -0.652
H -0.012 3.496 -0.017
H 0.407 1.209 0.022
H 0.215 1.411 -2.450
Be 5.605 1.987 3.934
F -0.995 -4.400 -3.000
C 6.065 -4.788 1.938
C 5.195 -5.166 0.757
O 4.736 -3.995 0.099
H 5.506 -4.167 2.645
H 6.424 -5.680 2.459
H 6.928 -4.200 1.611
H 4.322 -5.735 1.091
H 5.751 -5.777 0.040
H 5.518 -3.501 -0.201
Br -4.153 -3.836 -3.571
C -3.711 -4.120 -5.450
C -3.802 -5.582 -5.818
Br -2.253 -6.572 -5.167
H -2.718 -3.692 -5.612
H -4.449 -3.535 -6.007
H -3.783 -5.708 -6.905
H -4.690 -6.077 -5.416
C 0.476 3.552 6.460
Br 0.128 1.749 7.103
Br 2.361 3.830 6.072
Br -0.651 4.009 4.942
H 0.212 4.238 7.272
O -4.380 8.983 -1.512
H -3.610 9.288 -1.069
Ca -2.795 2.894 4.488
Cl -5.795 3.571 -0.216
Br -2.695 6.792 3.256
Li 3.305 2.712 1.231
```

***

The following is a quantum chemistry calculation of a cluster of 5 separate species, C19H45N4O7P2S in total, from OMol25.

**Kohn-Sham gap**: 8.75 eV
**Total charge**: +1
**Calculated total energy**: -70131.7357 eV
**E_HOMO**: -0.40275 Ha

```
78
C19H45N4O7P2S (wB97M-V/def2-TZVPD)
C 4.845 3.734 -0.504
O 4.717 2.433 0.079
C 4.952 1.357 -0.758
P 3.660 1.217 -2.076
C 2.024 1.557 -1.432
C 1.377 0.361 -0.713
C -0.081 0.678 -0.385
C -0.980 0.951 -1.591
O -1.630 2.241 -1.491
C -0.868 3.312 -1.769
O -0.132 3.402 -2.710
P 3.962 -0.699 -3.132
S 5.022 -0.385 -4.727
H 5.496 4.325 0.138
H 5.300 3.688 -1.498
H 3.864 4.210 -0.552
H 5.918 1.405 -1.281
H 4.928 0.437 -0.169
H 3.958 2.155 -3.065
H 2.134 2.375 -0.708
H 1.433 1.921 -2.277
H 1.446 -0.575 -1.274
H 1.904 0.234 0.237
H -0.510 -0.155 0.175
H -0.102 1.543 0.280
H -0.434 0.913 -2.538
H -1.779 0.220 -1.659
H -0.986 4.114 -1.029
H 4.543 -1.496 -2.123
H 2.662 -1.197 -3.318
C 0.318 3.518 2.243
O 1.169 3.369 1.376
N 0.518 3.273 3.544
C -0.522 3.472 4.536
C 1.825 2.797 3.969
H -0.698 3.879 2.017
H -0.211 4.210 5.277
H -0.750 2.537 5.049
H -1.425 3.831 4.047
H 2.599 3.518 3.709
H 2.067 1.852 3.482
H 1.813 2.653 5.047
C 5.245 -4.197 -1.113
O 4.842 -3.066 -0.845
N 6.185 -4.445 -2.034
C 6.616 -5.780 -2.394
C 6.752 -3.278 -2.685
H 4.844 -5.095 -0.625
H 7.682 -5.908 -2.203
H 6.423 -5.975 -3.449
H 6.066 -6.507 -1.799
H 7.233 -2.629 -1.951
H 5.956 -2.710 -3.158
H 7.475 -3.565 -3.444
C -3.408 -1.986 -0.440
O -2.444 -1.978 -1.193
N -3.371 -2.366 0.846
C -4.559 -2.360 1.681
C -2.108 -2.810 1.406
H -4.413 -1.682 -0.771
H -4.420 -1.698 2.539
H -4.776 -3.364 2.047
H -5.419 -2.021 1.110
H -1.358 -2.018 1.352
H -1.722 -3.670 0.857
H -2.262 -3.086 2.446
C -8.078 -1.120 0.449
O -7.760 -2.108 1.089
N -8.931 -0.177 0.886
C -9.286 0.975 0.084
C -9.519 -0.337 2.206
H -7.692 -0.919 -0.565
H -9.009 1.902 0.591
H -10.359 0.996 -0.113
H -8.761 0.929 -0.868
H -8.743 -0.370 2.971
H -10.085 -1.267 2.264
H -10.182 0.502 2.400
```

***

The following is a quantum chemistry calculation of a structure of composition C19H45N7O23S3, from OMol25.

**Kohn-Sham gap**: 8.34 eV
**Calculated total energy**: -110417.2425 eV
**E_HOMO**: -0.32889 Ha

```
97
C19H45N7O23S3 (wB97M-V/def2-TZVPD)
C 2.068 -2.270 0.351
N 3.142 -2.295 -0.679
O 3.635 -1.194 -0.872
O 3.536 -3.433 -1.034
H 2.476 -1.816 1.254
H 1.860 -3.300 0.639
H 1.263 -1.654 -0.050
C -2.932 0.720 3.178
N -1.474 0.558 3.484
O -0.666 1.225 2.816
O -1.105 -0.278 4.209
H -3.182 1.751 2.928
H -3.494 0.538 4.093
H -3.164 -0.019 2.411
C -0.290 3.146 1.028
N -1.224 3.889 1.838
O -1.786 4.833 1.302
O -1.516 3.396 2.928
H 0.237 3.712 0.259
H -0.915 2.413 0.520
H 0.509 2.670 1.597
C -0.651 0.259 -4.240
N 0.434 -0.402 -5.092
O 0.968 -1.352 -4.564
O 0.593 0.058 -6.206
H -0.182 0.865 -3.465
H -1.149 -0.449 -3.578
H -1.275 0.884 -4.879
C 0.240 -3.351 2.588
C 0.314 -1.854 2.962
O 1.670 -1.554 2.829
S 2.627 -2.891 3.079
O 2.575 -3.163 4.506
O 3.905 -2.809 2.335
O 1.542 -3.790 2.240
H -0.500 -3.768 1.905
H -0.035 -3.985 3.431
H -0.122 -1.786 3.958
H -0.168 -1.089 2.354
C -4.712 1.535 -1.944
C -3.874 0.334 -1.889
O -3.983 -0.133 -0.573
S -4.927 0.764 0.453
O -3.973 1.684 1.041
O -5.831 -0.040 1.300
O -5.668 1.435 -0.914
H -5.330 1.703 -2.826
H -4.132 2.450 -1.827
H -2.797 0.460 -2.000
H -4.179 -0.437 -2.597
C -1.996 0.259 0.634
C -0.880 -0.772 0.979
O -0.233 -0.902 -0.235
S -0.539 0.172 -1.430
O -1.340 -0.465 -2.511
O 0.656 0.935 -1.820
O -1.436 1.050 -0.358
H -2.315 0.751 1.553
H -2.830 -0.192 0.096
H -1.223 -1.755 1.303
H -0.185 -0.320 1.688
C 2.661 2.215 2.313
O 1.829 2.913 1.829
N 2.721 0.932 1.946
C 3.686 -0.004 2.553
C 1.923 0.379 0.842
H 3.366 2.606 3.063
H 3.168 -0.571 3.327
H 4.461 0.580 3.048
H 4.102 -0.638 1.769
H 1.096 -0.259 1.153
H 1.502 1.130 0.173
H 2.522 -0.237 0.172
C 1.388 2.861 -3.186
O 0.231 2.524 -3.378
N 1.994 3.044 -1.965
C 3.377 3.462 -1.839
C 1.300 2.783 -0.697
H 2.136 3.089 -3.961
H 4.027 2.706 -1.399
H 3.365 4.187 -1.026
H 3.910 3.827 -2.717
H 1.384 3.539 0.084
H 0.223 2.882 -0.832
H 1.547 1.829 -0.232
C -0.582 -3.382 -0.234
O 0.260 -3.617 0.598
N -0.341 -3.149 -1.532
C -1.414 -2.949 -2.665
C 1.000 -2.971 -2.085
H -1.650 -3.396 0.034
H -2.429 -2.833 -2.285
H -1.404 -3.627 -3.519
H -1.272 -1.946 -3.066
H 1.077 -1.924 -2.379
H 1.802 -3.307 -1.429
H 0.994 -3.612 -2.967
```

***

The following is a quantum chemistry calculation of a cluster of 4 separate species, C19H46BBrNO6 in total, from OMol25.

**Kohn-Sham gap**: 6.78 eV
**Total charge**: -1
**Calculated total energy**: -104945.4928 eV
**ΔE to the lowest compared entry with this formula, charge and spin**: 12.7 kJ/mol
**E_HOMO**: -0.15901 Ha

```
74
C19H46BBrNO6 (wB97M-V/def2-TZVPD)
C 4.269 -3.527 -0.616
C 3.331 -3.226 -1.797
N 2.067 -2.652 -1.385
B 1.929 -1.137 -1.336
O 2.226 -0.617 0.096
C 1.231 0.165 0.443
Br 1.527 2.125 -0.218
C -0.005 -0.357 -0.289
C -0.541 -1.555 0.516
C -1.519 -2.468 -0.228
C -2.371 -3.272 0.755
O -2.365 -1.776 -1.145
O 0.499 -0.731 -1.526
H 4.889 -4.410 -0.798
H 4.918 -2.674 -0.397
H 3.662 -3.702 0.276
H 3.860 -2.535 -2.477
H 3.169 -4.148 -2.364
H 1.300 -3.047 -1.910
H 2.693 -0.577 -2.124
H 1.151 0.337 1.516
H -0.766 0.427 -0.371
H 0.329 -2.153 0.804
H -1.018 -1.201 1.442
H -0.939 -3.171 -0.829
H -1.781 -4.053 1.242
H -2.801 -2.622 1.523
H -3.189 -3.752 0.213
H -2.577 -0.910 -0.771
C 0.072 6.893 3.756
C -1.256 6.265 3.366
O -1.254 5.651 2.094
C -0.344 4.564 1.936
C -0.612 3.396 2.865
H 0.416 7.569 2.972
H -0.045 7.461 4.681
H 0.846 6.143 3.922
H -2.026 7.038 3.304
H -1.579 5.556 4.139
H 0.689 4.910 2.045
H -0.456 4.241 0.903
H -0.413 3.639 3.911
H 0.036 2.567 2.581
H -1.652 3.073 2.781
C -4.892 6.444 1.401
C -4.798 5.338 2.436
O -5.617 5.543 3.580
C -7.007 5.610 3.330
C -7.592 4.344 2.726
H -4.714 7.415 1.867
H -4.134 6.284 0.634
H -5.866 6.475 0.910
H -3.779 5.288 2.815
H -5.013 4.367 1.978
H -7.246 6.474 2.698
H -7.457 5.796 4.307
H -7.240 4.174 1.708
H -8.680 4.420 2.691
H -7.323 3.476 3.330
C 4.112 -8.415 -4.107
C 3.779 -6.965 -4.421
O 4.670 -6.033 -3.842
C 6.020 -6.120 -4.250
C 6.231 -5.887 -5.737
H 4.216 -8.554 -3.030
H 3.311 -9.063 -4.466
H 5.039 -8.738 -4.584
H 2.805 -6.709 -4.004
H 3.713 -6.818 -5.506
H 6.457 -7.081 -3.951
H 6.529 -5.344 -3.677
H 5.814 -6.692 -6.344
H 7.299 -5.828 -5.953
H 5.762 -4.950 -6.041
```

***

Among the records above, which one has the highest calculated total energy?
C19H44INO3PS

***

Look up the calculated total energy of the first one.
-56267.6496 eV